[1]
Entry from the OMol25 dataset: C31H23AlNO6 as an isolated structure (wB97M-V/def2-TZVPD).

The geometry in XYZ format:
```
62
Properties=species:S:1:pos:R:3:forces:R:3
C 1.519613 -0.669350 2.963561 -0.1 0.1 -0.3
C 2.228803 0.676433 2.910590 -0.3 0.3 -0.3
O 2.022715 1.323100 1.677927 0.2 -0.5 -0.1
Al 2.994081 0.836377 0.267011 -0.4 0.5 -0.2
N 4.480815 2.078958 0.166684 0.1 -0.5 0.3
C 5.502758 1.653633 0.633810 -0.1 0.0 -0.3
O 6.525794 1.231850 1.059555 0.1 0.2 0.1
H 2.023437 -1.395292 2.326519 0.1 -0.1 0.0
H 0.519560 -0.523716 2.552092 -0.1 -0.1 0.1
H 1.429770 -1.054661 3.979831 0.1 -0.1 0.1
H 3.301516 0.548224 3.101219 0.0 0.0 0.2
H 1.794827 1.310677 3.693385 0.2 0.1 0.2
H 2.045993 0.976820 -1.025387 0.1 0.2 -0.1
H 3.614150 -0.651158 0.371922 0.1 0.0 0.1
C -5.428213 1.239397 7.131922 0.0 0.0 0.0
C -5.458736 0.049568 6.411814 0.0 0.0 0.0
C -4.738852 -0.069118 5.235844 -0.1 0.0 0.1
C -3.990463 1.004148 4.768472 0.0 0.0 0.0
C -3.973546 2.202049 5.481065 0.0 0.0 0.0
C -4.688384 2.312724 6.667671 -0.1 0.0 0.1
C -3.208149 3.386197 4.982459 0.0 0.0 0.0
O -3.197981 4.422754 5.614853 0.0 0.0 0.0
C -2.479247 3.243867 3.695683 0.0 0.0 0.0
C -1.797555 4.340581 3.185133 0.0 0.0 -0.1
C -1.100261 4.228241 1.993789 0.0 0.0 0.0
C -1.072378 3.020891 1.308388 0.1 0.0 0.0
C -1.750956 1.922674 1.810525 0.0 0.0 0.0
C -2.462724 2.029828 2.997840 0.0 0.0 0.0
C -3.207753 0.844618 3.502053 0.0 0.0 0.0
O -3.198748 -0.216710 2.916930 0.0 0.0 0.0
H -5.985703 1.328033 8.055464 0.0 0.0 0.0
H -6.044440 -0.786458 6.771721 0.0 0.0 0.0
H -4.746087 -0.988452 4.666754 0.0 0.0 0.0
H -4.656131 3.245959 7.212742 0.0 0.0 0.0
H -1.820195 5.273749 3.730734 0.0 0.0 0.0
H -0.568245 5.083135 1.598152 0.0 0.0 0.0
H -0.511127 2.927723 0.388769 0.1 0.0 0.0
H -1.730191 0.977163 1.287374 0.0 0.0 0.0
C 5.253136 -1.725748 -5.404932 0.0 0.0 0.0
C 4.882283 -0.884812 -4.361751 0.0 0.0 0.0
C 3.564090 -0.828624 -3.940429 0.1 0.0 0.0
C 2.607471 -1.615314 -4.575069 0.0 0.0 0.0
C 2.977301 -2.449401 -5.635231 -0.1 0.0 0.0
C 4.305158 -2.505921 -6.041588 0.1 0.0 0.0
C 1.970660 -3.276425 -6.355054 0.0 0.0 0.0
O 2.287574 -4.007234 -7.272073 0.0 0.0 0.0
C 0.546503 -3.176838 -5.916841 0.0 0.0 0.0
C -0.421816 -3.902170 -6.601617 -0.1 0.0 0.0
C -1.745481 -3.833733 -6.204378 0.0 0.0 0.0
C -2.108316 -3.045700 -5.116702 0.0 0.0 0.0
C -1.148885 -2.318327 -4.434176 -0.1 0.0 0.0
C 0.179410 -2.376316 -4.836097 0.1 0.0 0.0
C 1.192645 -1.558702 -4.098432 0.1 0.0 0.0
O 0.876126 -0.873738 -3.156277 -0.1 0.0 0.0
H 6.287154 -1.769730 -5.722075 0.0 0.0 0.0
H 5.624531 -0.270828 -3.869050 0.0 0.0 0.0
H 3.280766 -0.176070 -3.123119 -0.2 -0.1 0.0
H 4.578724 -3.162525 -6.855949 -0.1 0.0 0.0
H -0.122887 -4.513110 -7.442164 0.1 0.0 0.0
H -2.498838 -4.396367 -6.740569 0.0 0.0 0.0
H -3.143200 -2.998449 -4.803391 0.0 0.0 0.0
H -1.411878 -1.698373 -3.587902 0.1 0.0 0.0
```
Positions in Å, forces in eV/Å.

HOMO energy   -0.2036 hartree
E_LUMO   0.035 hartree
Maximum force   0.664 eV Å⁻¹
Gap between HOMO and LUMO   6.48 eV
Total charge   -1

---

[2]
Entry from the OMol25 dataset: C26H78FeNO29 as an isolated structure (wB97M-V/def2-TZVPD).

The geometry in XYZ format:
```
135
Properties=species:S:1:pos:R:3:forces:R:3
Fe -0.399868 1.725736 3.282042 1.1 -0.7 -1.5
N -0.042988 0.006786 0.791002 2.4 1.1 -1.8
O -0.459668 -0.790924 -0.012078 -1.4 -1.0 0.0
O 1.158912 0.283356 0.813372 1.6 -0.3 0.5
O -0.765798 0.750506 1.473272 -2.6 0.5 1.8
C -0.988848 -4.756294 2.797252 1.1 2.7 0.7
C -0.136348 -3.900644 3.815622 -1.3 -0.1 -1.0
O -0.954558 -2.925014 4.558812 0.7 -0.4 -0.4
O -1.599208 -5.764594 3.487142 -0.6 -1.9 0.9
H -0.262098 -5.077624 2.051132 -0.4 -0.5 -0.2
H -1.804208 -4.170824 2.372372 0.5 0.6 -0.7
H 0.638212 -3.325704 3.308062 0.0 0.1 0.1
H 0.288652 -4.675934 4.453112 0.2 0.4 0.4
H -1.525418 -3.377494 5.184092 0.0 -0.2 0.0
H -2.413988 -5.408294 3.848782 -0.1 -0.3 0.0
C -4.689028 -3.607344 -2.910348 2.1 1.4 -0.2
C -3.986018 -4.980444 -3.146058 -1.4 0.9 -0.1
O -3.361078 -4.965164 -4.392788 0.7 -1.0 0.1
O -4.554158 -2.787204 -4.147588 -1.0 -1.3 0.6
H -4.025028 -3.020964 -2.275228 -0.4 -0.2 0.8
H -5.671628 -3.746924 -2.459678 -0.2 0.4 -0.5
H -4.790368 -5.711624 -3.065468 0.1 -0.5 -0.5
H -3.312658 -5.204354 -2.318688 0.4 0.2 -0.2
H -3.593698 -4.141544 -4.827678 -0.2 0.2 -0.1
H -5.052588 -1.967774 -4.106318 -0.2 -0.1 0.3
C 4.056982 3.968996 -1.428978 -2.4 1.8 0.6
C 2.638202 3.536206 -0.907448 0.5 -2.5 -1.0
O 2.460832 3.765056 0.442272 0.0 2.1 2.3
O 4.990752 3.708556 -0.439398 1.2 -1.7 1.0
H 4.035002 5.055966 -1.350728 -0.5 0.4 -1.3
H 4.324122 3.599736 -2.419118 -0.3 -0.1 0.0
H 2.526522 2.456076 -0.812888 0.4 -0.7 -1.8
H 1.739132 3.853396 -1.435818 0.5 0.6 -0.3
H 3.180552 3.284096 0.857342 0.1 0.0 0.4
H 5.844462 3.952496 -0.804448 0.2 -0.1 0.2
C -0.557818 1.214806 6.195552 -1.4 -0.7 -0.3
C -1.369108 0.210896 5.340922 0.2 0.2 1.5
O -0.599958 -0.198674 4.252642 0.4 0.4 -0.1
O -0.317338 2.371196 5.376422 0.2 0.1 0.5
H 0.382342 0.836316 6.596732 0.0 -0.3 -0.4
H -1.187928 1.439156 7.056202 0.0 0.4 0.0
H -2.306758 0.586846 4.931562 -0.2 0.7 0.4
H -1.675688 -0.606234 5.993922 0.3 -0.3 0.0
H -0.750998 -1.143114 4.170062 0.1 -1.1 -0.5
H -0.615828 3.141426 5.865552 0.1 0.3 -0.2
C 4.545592 -0.953734 -0.655108 0.4 0.3 -2.2
C 5.394492 -2.102104 -1.274458 0.1 -0.8 0.9
O 5.618012 -3.139934 -0.339508 -0.9 -0.7 1.4
O 3.155902 -1.013384 -1.017398 0.8 -0.9 0.2
H 4.936782 -0.108054 -1.220708 0.2 0.6 0.4
H 4.709522 -0.775704 0.407682 0.1 -0.3 0.1
H 6.439462 -1.867904 -1.477618 -0.3 1.4 -0.7
H 4.926672 -2.539524 -2.156448 -0.2 0.6 -0.2
H 5.846502 -3.967464 -0.769138 -0.1 0.0 -0.1
H 2.638012 -0.448264 -0.439448 -0.2 0.2 0.4
C 4.045822 -3.033244 2.833402 2.1 -2.2 1.8
C 3.931502 -4.558014 3.133002 0.9 1.3 1.6
O 4.074362 -5.443414 2.053382 -0.7 0.2 -0.2
O 3.064732 -2.643944 2.002312 -1.3 1.3 -1.9
H 5.038542 -2.806734 2.444432 0.2 -0.3 -0.4
H 4.058362 -2.457084 3.758602 -0.4 -0.2 0.6
H 3.007512 -4.730754 3.684822 -0.4 0.1 -0.2
H 4.696422 -4.804814 3.869272 0.4 0.1 0.2
H 3.331412 -6.029604 2.214652 0.2 -0.5 -0.7
H 3.573702 -2.347914 1.244082 -0.8 0.0 -0.8
C -2.176918 -1.916024 -5.911208 -0.4 2.9 -0.1
C -0.869928 -2.568294 -5.662398 0.8 -2.6 -0.1
O 0.315892 -1.793584 -5.452828 -1.3 0.8 -0.6
O -2.032528 -0.808164 -6.832418 -0.1 -0.4 -0.1
H -2.553718 -1.444754 -5.003448 0.0 -0.3 0.5
H -3.030108 -2.486904 -6.277628 0.6 -0.6 -0.1
H -0.629468 -3.286994 -6.445828 -0.1 0.1 -0.5
H -1.003598 -3.214534 -4.794868 -0.1 -0.1 0.3
H 0.625382 -2.112874 -4.602018 0.6 0.0 0.5
H -1.446298 -0.203684 -6.371398 0.2 0.1 -0.2
C -5.292788 1.430816 0.445652 -2.0 0.8 -1.1
C -5.226348 2.988586 0.374382 0.6 -0.2 1.4
O -3.985138 3.549126 0.719562 1.4 0.0 -0.1
O -5.339668 0.792136 1.711182 0.4 0.9 0.1
H -4.704768 0.816076 -0.235828 0.7 0.6 -0.1
H -6.303368 1.366136 0.042362 -0.3 -0.7 0.0
H -5.846708 3.442796 1.147002 -0.9 -0.6 -0.2
H -5.455218 3.450746 -0.585898 -0.7 -0.8 -0.3
H -3.545068 3.500056 -0.132218 1.0 0.2 -0.1
H -4.528288 1.053746 2.152572 0.2 -0.2 0.2
C 1.293702 -3.381524 -0.737718 -0.5 -1.0 0.5
C 1.672462 -3.571204 -2.190978 -1.0 0.4 -0.7
O 0.946332 -2.619944 -3.050228 1.2 -0.2 1.3
O -0.056518 -3.724264 -0.528408 -1.1 -0.7 0.0
H 1.461742 -2.421424 -0.249778 0.5 0.1 -0.7
H 1.850072 -4.126904 -0.169418 0.5 0.0 0.1
H 1.318412 -4.499644 -2.639018 0.1 -0.4 0.8
H 2.760462 -3.575374 -2.256758 0.1 0.7 -0.4
H 0.773742 -1.891114 -2.449698 -0.1 0.5 -0.1
H -0.609548 -2.986104 -0.262198 0.4 0.3 -0.1
C 3.872402 2.483396 3.308262 -0.3 0.2 1.3
C 2.779562 1.939196 4.226572 0.2 -0.8 0.5
O 1.698212 1.451736 3.435832 0.9 -0.1 0.4
O 4.210502 1.403586 2.391392 -0.9 1.2 1.0
H 4.631602 2.823386 4.012622 0.8 -0.6 -0.3
H 3.523202 3.441296 2.922792 -0.1 -0.2 -1.1
H 2.383212 2.550436 5.037372 0.3 0.6 -0.4
H 3.205342 1.059486 4.709192 0.2 -0.1 0.3
H 2.267132 0.960356 2.838762 -1.0 -0.9 -1.4
H 5.055642 1.505216 1.947522 0.1 0.4 0.1
C -2.275768 5.005406 -2.357708 -0.9 0.8 -0.3
C -3.492658 5.694506 -3.089088 0.3 0.6 -0.1
O -4.513148 6.193496 -2.204328 1.0 -0.5 0.2
O -2.529938 3.669596 -2.112648 -0.7 -1.7 0.0
H -2.003588 5.327116 -1.352458 -0.2 1.3 -0.3
H -1.404008 4.989106 -3.011818 0.1 0.9 -0.1
H -3.909128 5.045686 -3.859598 -0.1 -1.0 0.5
H -3.153638 6.467266 -3.779018 0.5 0.8 0.5
H -5.351608 6.327946 -2.652118 0.2 -0.1 -0.3
H -2.406728 3.298226 -2.989288 -0.2 -1.3 -0.1
C -0.732018 4.434606 2.141252 1.3 -1.2 -0.3
C -1.889578 4.267976 3.132822 0.7 0.2 -1.9
O -2.162108 2.842056 3.271502 -0.4 1.7 0.4
O 0.419292 3.416716 2.313732 -3.1 2.3 1.4
H -0.345178 5.452376 2.192252 0.1 -0.1 0.2
H -0.997638 4.216336 1.106892 -0.7 0.2 0.2
H -2.721068 4.779296 2.647772 -0.3 -0.4 -0.3
H -1.806318 4.840356 4.056702 0.7 -0.7 0.5
H -2.958208 2.878326 3.806762 -0.3 -0.9 0.1
H 1.068972 3.737586 1.684002 1.0 -0.5 -0.7
C -0.770428 0.898626 -3.652738 2.5 1.1 1.5
C 0.758752 1.096106 -4.031168 -1.1 -3.2 -0.3
O 0.989462 0.964006 -5.423558 -0.1 1.7 -0.2
O -1.455088 1.889926 -4.300888 -1.6 1.3 -0.9
H -0.737218 1.162906 -2.595778 -0.4 -0.1 0.4
H -1.301558 -0.050444 -3.725158 0.8 -0.5 -0.4
H 1.250342 0.245276 -3.559448 0.5 0.1 0.5
H 1.190002 2.021496 -3.649368 -0.4 0.1 -0.2
H 0.960792 0.048126 -5.709818 -0.2 -0.6 0.3
H -1.257358 1.743696 -5.228858 -0.1 0.4 -0.4
```
Positions in Å, forces in eV/Å.

HOMO energy (alpha / beta)   -0.3986 / -0.3986 hartree
E_LUMO (alpha / beta)   -0.104 / -0.104 hartree
Maximum force   4.124 eV Å⁻¹
Multiplicity   5
Gap between HOMO and LUMO (alpha / beta)   8.02 / 8.01 eV
⟨S²⟩   6.0060
Total charge   +1

---

What calculated total energy values result from the calculations? In sequence: -52897.570 -123463.135 eV.